1.
DFT (ωB97M-V/def2-TZVPD) results for C3H5NO2 in the gas phase.

```
11
C3H5NO2 | OMol25 | ωB97M-V/def2-TZVPD
H 1.926 1.348 0.420
N 1.152 0.714 0.302
C 1.282 -0.069 -0.683
O 0.290 -0.932 -0.967
C -0.733 -0.857 0.064
C -1.164 0.553 0.416
O -1.678 0.736 1.486
H 2.153 -0.095 -1.343
H -0.376 -1.316 0.995
H -1.639 -1.376 -0.280
H -1.212 1.295 -0.412
```

Summary:
Orbital gap in eV: 10.363
SMILES string: [H]/N=C/OCC=O
Relative energy (zero: lowest compared OMol25 entry of this formula, charge and spin) in kJ/mol: 174.61
Strongest force on any atom in eV/A: 0.80
E_HOMO in eV: -9.5
Net charge: 0

Results of the Mulliken charge analysis, in e, for atoms 1 through 8: H 0.19; N -0.55; C 0.13; O -0.34; C -0.29; C 0.10; O -0.50; H 0.39

2.
DFT (ωB97M-V/def2-TZVPD) results for CClNO2S in the gas phase.

```
6
CClNO2S | OMol25 | ωB97M-V/def2-TZVPD
C 1.050 1.085 -0.135
N 1.125 2.192 -0.424
O -2.671 -0.823 0.636
O 1.320 -1.616 -0.211
S 0.675 -0.564 0.529
Cl -1.500 -0.275 -0.395
```

Summary:
Orbital gap (alpha / beta) in eV: 7.410 / 7.323
Relative energy (zero: lowest compared OMol25 entry of this formula, charge and spin) in kJ/mol: 461.14
Strongest force on any atom in eV/A: 2.98
E_HOMO (alpha / beta) in eV: -10.3 / -10.3
Net charge: 0

Charge distribution, Mulliken scheme, values in e: C 0.33; N -0.26; O -0.43; O -0.36; S 0.48; Cl 0.25

3.
DFT (ωB97M-V/def2-TZVPD) results for a molecular structure, C4H26BO21.

```
52
C4H26BO21 | OMol25 | ωB97M-V/def2-TZVPD
O -39.995 7.883 27.782
C -39.737 7.689 29.024
O -38.880 7.056 29.392
B -38.396 7.429 30.733
O -39.342 8.515 30.989
C -40.117 8.618 30.019
O -41.070 9.530 29.985
O -37.117 8.020 30.886
C -36.630 7.499 31.826
O -35.564 7.778 32.391
C -37.496 6.485 32.413
O -38.516 6.350 31.707
O -37.287 5.965 33.456
O -34.779 7.792 35.115
H -33.856 7.511 34.860
H -35.240 8.014 34.298
O -40.147 10.203 26.269
H -40.191 11.062 26.926
H -40.106 9.532 26.865
O -43.667 10.013 30.018
H -42.707 9.639 30.080
H -43.645 10.642 29.414
O -34.622 9.926 30.751
H -34.646 9.634 29.788
H -34.656 9.185 31.181
O -37.199 10.320 28.780
H -36.909 10.038 27.890
H -36.786 9.643 29.362
O -40.746 9.561 33.922
H -39.912 9.796 33.624
H -41.358 9.997 33.334
O -38.749 3.998 28.549
H -38.594 4.772 28.001
H -39.639 4.126 28.794
O -42.655 11.123 32.528
H -43.416 10.641 32.935
H -42.697 10.710 31.691
O -37.768 5.490 36.176
H -38.175 4.614 35.803
H -37.407 5.893 35.257
O -33.285 6.273 31.987
H -32.829 6.436 32.788
H -34.046 6.771 31.803
O -38.569 6.026 26.715
H -37.967 6.770 26.491
H -39.454 6.648 26.972
O -36.491 3.124 33.086
H -36.803 2.962 33.892
H -36.564 4.082 33.204
O -42.258 7.438 26.103
H -42.142 8.146 25.430
H -41.484 7.395 26.400
```

Summary:
Orbital gap in eV: 9.472
Relative energy (zero: lowest compared OMol25 entry of this formula, charge and spin) in kJ/mol: 731.37
Strongest force on any atom in eV/A: 15.73
E_HOMO in eV: -8.6
Net charge: -1

Results of the Mulliken charge analysis, in e, for atoms 1 through 8: O -0.94; C 1.02; O -0.29; B 1.39; O -0.40; C 0.00; O -0.89; O -0.38

4.
DFT (ωB97M-V/def2-TZVPD) results for CH2N2O2 in the gas phase.

```
7
CH2N2O2 | OMol25 | ωB97M-V/def2-TZVPD
C -0.180 0.134 0.226
N -1.327 -0.160 0.641
N -2.556 -0.034 0.082
O -3.105 -1.049 -0.113
O -2.882 1.062 -0.188
H 0.742 0.106 0.806
H -0.096 0.791 -0.778
```

Summary:
Orbital gap in eV: 10.652
SMILES string: C=N[N+](=O)[O-]
Relative energy (zero: lowest compared OMol25 entry of this formula, charge and spin) in kJ/mol: 565.77
Strongest force on any atom in eV/A: 4.78
E_HOMO in eV: -10.8
Net charge: 0

Charge distribution, Mulliken scheme, values in e: C -0.14; N -0.37; N 1.10; O -0.54; O -0.54; H 0.27; H 0.22

5.
DFT (ωB97M-V/def2-TZVPD) results for C7H18N2O2Si in the gas phase.

```
30
C7H18N2O2Si | OMol25 | ωB97M-V/def2-TZVPD
C -2.273 0.070 1.370
C -1.875 -0.007 -0.104
C -2.074 1.359 -0.722
C -2.771 -1.065 -0.816
N -0.494 -0.281 -0.320
N -0.083 -1.440 -0.155
O -0.659 -2.461 0.204
O 1.230 -1.527 -0.473
Si 2.081 -0.137 -0.148
C 1.430 0.782 1.370
C 3.655 -0.988 0.401
C 1.981 1.046 -1.539
H -2.227 -0.849 1.843
H -1.561 0.650 1.940
H -3.290 0.507 1.489
H -3.109 1.688 -0.501
H -1.768 1.361 -1.742
H -1.348 2.098 -0.353
H -3.776 -0.804 -0.958
H -2.270 -1.394 -1.781
H -2.761 -1.947 -0.167
H 0.673 1.453 1.234
H 0.973 0.146 2.059
H 2.217 1.325 1.785
H 4.181 -1.535 -0.349
H 4.339 -0.264 0.666
H 3.591 -1.658 1.217
H 2.279 0.697 -2.450
H 0.989 1.342 -1.662
H 2.724 1.832 -1.338
```

Summary:
Orbital gap in eV: 10.619
SMILES string: CC(C)(C)/N=[N+](\[O-])O[Si](C)(C)C
Relative energy (zero: lowest compared OMol25 entry of this formula, charge and spin) in kJ/mol: 0.00
Strongest force on any atom in eV/A: 3.06
E_HOMO in eV: -9.9
Net charge: 0

Results of the Mulliken charge analysis, in e, for atoms 1 through 8: C -1.63; C 1.49; C -1.78; C -1.58; N -0.34; N 1.02; O -0.66; O -0.48

6.
DFT (ωB97M-V/def2-TZVPD) results for 15 unconnected molecules or ions with the total composition C32H60Cl28IN3O6P3.

```
133
C32H60Cl28IN3O6P3 | OMol25 | ωB97M-V/def2-TZVPD
C -6.254 -3.632 -7.191
C -5.485 -3.195 -6.002
C -5.990 -1.992 -5.288
C -4.401 -3.921 -5.597
C -3.037 -3.374 -5.463
C -2.146 -3.959 -6.530
C -0.644 -3.575 -6.389
C -0.224 -2.662 -7.504
C -0.254 -2.921 -5.073
C -0.136 -3.861 -3.917
O 0.790 -3.376 -2.899
C 0.248 -2.640 -1.917
O -0.246 -3.093 -0.917
C 0.351 -1.170 -2.121
C -0.796 -0.380 -2.239
I -2.678 -1.256 -2.035
C -0.676 0.960 -2.477
P -1.899 2.369 -2.818
N -2.544 2.698 -1.272
O -3.183 1.818 -3.594
N 0.555 1.463 -2.518
C 1.673 0.782 -2.361
C 2.943 1.538 -2.390
C 2.798 2.993 -2.777
N 2.482 3.798 -1.598
C 1.590 -0.593 -2.174
P 3.087 -1.651 -1.965
P 3.300 -1.688 0.195
O 4.546 -2.309 0.606
O 2.008 -2.436 0.677
O 3.021 -0.235 0.681
H -5.899 -3.074 -8.041
H -6.091 -4.691 -7.330
H -7.322 -3.513 -7.063
H -5.730 -2.013 -4.247
H -7.064 -1.998 -5.347
H -5.674 -1.029 -5.688
H -4.530 -4.953 -5.314
H -3.036 -2.293 -5.531
H -2.634 -3.680 -4.510
H -2.235 -5.033 -6.499
H -2.479 -3.657 -7.507
H -0.068 -4.484 -6.505
H -0.506 -1.649 -7.293
H -0.637 -2.971 -8.449
H 0.851 -2.667 -7.613
H -0.887 -2.077 -4.843
H 0.738 -2.510 -5.210
H 0.201 -4.823 -4.263
H -1.081 -4.025 -3.426
H -1.809 3.234 -0.816
H -3.277 3.380 -1.462
H -3.039 0.997 -4.083
H 0.621 2.469 -2.688
H 3.305 1.508 -1.371
H 3.679 1.057 -3.006
H 3.705 3.341 -3.244
H 2.028 3.166 -3.514
H 3.328 4.104 -1.141
H 1.979 4.638 -1.864
H 4.138 -0.839 -2.392
H 2.240 -3.315 1.014
H 2.650 -0.314 1.597
C -0.987 1.728 -7.353
Cl -0.703 1.975 -5.607
Cl -2.667 1.365 -7.726
H -0.712 2.641 -7.867
H -0.367 0.909 -7.685
C 1.499 8.039 -1.761
Cl 2.819 7.693 -0.644
Cl 0.814 6.551 -2.446
H 0.714 8.558 -1.227
H 1.878 8.644 -2.575
C 3.211 0.060 4.680
Cl 1.934 -0.771 3.754
Cl 3.018 -0.186 6.410
H 4.169 -0.332 4.372
H 3.153 1.121 4.471
C 6.846 2.088 4.202
Cl 6.562 1.911 5.937
Cl 6.224 0.701 3.294
H 6.341 2.982 3.860
H 7.911 2.164 4.027
C -7.071 1.847 -9.661
Cl -6.016 2.286 -8.307
Cl -6.220 1.908 -11.206
H -7.427 0.837 -9.503
H -7.898 2.545 -9.690
C -1.092 -7.451 1.458
Cl -2.403 -8.272 0.592
Cl -1.331 -7.463 3.201
H -0.161 -7.956 1.232
H -1.056 -6.432 1.125
C -0.037 -2.171 7.550
Cl 0.095 -3.876 8.006
Cl -1.246 -1.315 8.514
H 0.925 -1.700 7.706
H -0.325 -2.112 6.509
C 5.902 1.741 9.494
Cl 4.435 0.960 10.099
Cl 5.809 3.501 9.656
H 6.745 1.387 10.063
H 6.025 1.492 8.449
C 9.449 0.075 8.767
Cl 8.004 -0.744 9.380
Cl 9.345 1.838 8.926
H 10.305 -0.271 9.331
H 9.561 -0.168 7.718
C 2.303 4.623 9.500
Cl 0.839 3.838 10.099
Cl 2.210 6.385 9.656
H 3.149 4.269 10.071
H 2.426 4.376 8.453
C -0.791 -3.441 2.926
Cl -1.343 -1.749 2.986
Cl -0.135 -3.929 4.490
H -1.646 -4.064 2.688
H -0.027 -3.545 2.172
C -2.368 2.753 2.862
Cl -1.423 3.799 1.793
Cl -3.884 3.518 3.333
H -2.589 1.836 2.335
H -1.784 2.557 3.753
C -5.849 -2.600 4.588
Cl -6.971 -3.894 4.157
Cl -4.159 -3.102 4.420
H -6.024 -1.759 3.932
H -6.020 -2.322 5.620
C -1.089 7.437 8.593
Cl -2.380 6.230 8.667
Cl -1.664 9.049 9.037
H -0.305 7.147 9.277
H -0.711 7.474 7.579
```

Summary:
Orbital gap in eV: 5.588
Relative energy (zero: lowest compared OMol25 entry of this formula, charge and spin) in kJ/mol: 0.00
Strongest force on any atom in eV/A: 2.10
E_HOMO in eV: -9.3
Net charge: +1

Results of the Mulliken charge analysis, in e, for atoms 1 through 8: C -1.40; C 0.81; C -1.31; C -1.29; C 0.95; C -1.03; C 0.96; C -2.15

7.
DFT (ωB97M-V/def2-TZVPD) results for 2 unconnected molecules or ions with the total composition C4H5NO2.

```
12
C4H5NO2 | OMol25 | ωB97M-V/def2-TZVPD
O -2.696 1.131 -0.007
C -1.874 0.438 0.537
C -0.373 0.699 0.485
C -0.124 0.055 -0.857
O -0.009 -1.140 -1.009
H -2.135 -0.534 0.993
H -0.121 1.763 0.479
H 0.155 0.178 1.286
H -0.167 0.741 -1.719
C 2.457 -1.140 -0.071
N 2.659 -0.148 0.482
H 2.228 -2.042 -0.600
```

Summary:
Orbital gap in eV: 10.425
SMILES string: O=CCC=O.C#N
Relative energy (zero: lowest compared OMol25 entry of this formula, charge and spin) in kJ/mol: 203.40
Strongest force on any atom in eV/A: 1.12
E_HOMO in eV: -10.2
Net charge: 0

Results of the Mulliken charge analysis, in e, for atoms 1 through 8: O -0.45; C -0.05; C -0.30; C -0.05; O -0.50; H 0.35; H 0.33; H 0.29